Density functional theory data (ωB97M-V/def2-TZVPD) for a structure of composition C57H107BaN3O15.

ORCA input file:
```
! RIJCOSX wB97M-V def2-TZVPD def2/J DEFGRID3
* xyz 0 1
C 18.4389 16.5648 10.2069
C 24.0689 15.3455 5.3303
C 18.4388 18.3174 5.6495
H 24.5922 23.9658 9.0446
C 20.8075 16.6067 9.2930
H 18.6051 16.9490 3.3459
H 19.8720 12.5684 9.9673
C 17.8087 12.5181 12.6592
H 24.0227 14.6383 4.4979
Ba 21.9898 20.2829 7.6990
H 16.7057 19.9463 12.9714
H 22.0954 14.9139 9.6511
C 23.8887 18.1993 3.0906
H 16.9613 21.7062 12.5273
H 16.2233 19.8908 6.4745
H 16.1201 16.1431 12.6376
C 25.5678 17.3614 12.2734
C 20.5937 12.3895 7.1217
H 21.2354 21.9957 5.3668
C 14.9187 19.4780 10.8441
C 20.2625 11.5779 11.7562
C 16.9156 19.6399 7.2821
C 24.0775 19.4562 3.9826
H 19.8900 20.4978 9.8516
C 17.0681 15.5847 15.2107
H 21.5740 15.5133 7.5590
C 19.4294 23.3244 7.4975
O 16.4956 14.2695 11.0466
H 18.6754 16.0368 11.1355
H 25.2326 20.0614 5.7163
H 20.7920 13.3932 7.5036
H 15.1506 19.0272 9.8779
O 22.2570 18.9367 5.3590
C 24.6652 23.7350 10.1057
H 13.8630 19.7467 10.8458
H 21.1600 12.1764 6.2159
H 16.7640 15.6885 16.2497
H 18.9545 12.4798 4.8063
O 20.2903 22.5643 7.8832
H 20.9555 14.1326 12.2190
H 19.8088 21.6784 13.3836
H 18.1435 15.4310 15.1148
H 21.6706 15.3635 3.5706
N 20.8632 18.0060 9.7373
H 24.7334 17.5419 3.3047
O 22.9687 22.1750 9.4642
C 18.5183 12.8902 5.7157
H 22.0772 23.2619 14.2204
O 19.2671 19.9639 7.0883
O 16.6071 17.9389 15.0233
C 21.8489 20.6417 3.7401
O 26.7606 17.5178 12.1584
H 20.2891 23.9826 5.5803
H 18.4528 18.8969 4.7162
H 19.1083 25.0220 6.2526
C 25.1406 19.1962 5.0545
H 24.1393 16.1969 13.9352
H 21.5841 23.6409 15.8945
H 20.1914 22.0993 3.9945
C 20.7214 15.2043 4.0841
C 18.2215 23.5466 8.3951
H 20.8429 20.4084 11.4486
H 17.9604 16.5966 12.6645
H 19.8729 17.1762 2.1341
H 23.6120 20.6697 1.2797
C 19.6180 15.2040 3.0417
H 20.4852 10.6874 13.6417
C 20.0054 18.5241 10.8095
C 15.8316 20.6182 11.1198
C 24.7238 20.5616 3.1037
H 20.6968 14.8847 10.6476
C 19.3561 23.9649 6.1360
O 17.8098 13.8781 9.3912
H 23.7173 18.1278 12.8295
H 20.3036 20.1442 2.1771
H 23.0029 17.6218 3.3536
H 16.6920 17.7936 12.5718
H 22.6057 13.4632 7.2132
H 24.3177 24.5725 10.7118
C 23.7004 22.6029 10.3281
H 24.2815 15.6410 12.3789
H 26.0895 19.0084 4.5547
C 18.2139 12.7985 11.3629
H 17.4031 16.3057 9.9705
H 23.5889 12.5372 5.9954
C 16.9312 16.7998 12.9494
H 15.3903 21.1638 13.0798
H 20.0947 20.6690 4.9689
C 18.5723 18.0725 10.4424
H 21.2528 18.2956 12.6256
H 21.0853 20.5293 13.5569
H 17.9594 24.6066 8.3881
C 19.3455 16.2017 9.0369
C 22.5641 14.8642 13.4690
H 24.0633 22.7139 12.4686
H 20.5063 14.2492 13.9037
O 22.2117 18.4968 9.9279
H 24.8361 17.7304 14.1377
N 22.8528 19.9957 4.6097
H 19.5595 18.2816 12.9106
H 17.8634 18.4581 11.1813
H 16.5277 14.7552 14.7563
H 22.0504 16.0012 11.0406
H 22.5485 16.8844 8.0075
C 24.7445 18.2513 13.1796
H 25.5696 20.1898 2.5182
C 19.1097 12.1756 6.9066
O 16.2160 21.3559 10.2326
C 18.5896 11.7482 13.5054
H 19.4234 17.8467 5.6128
O 20.7949 21.3950 16.3932
C 24.3324 14.5310 6.5839
H 24.0985 12.6675 7.6472
H 24.1206 16.4782 10.8715
C 18.2861 19.3396 6.7443
C 19.1006 16.4944 2.4815
H 20.7264 14.2063 4.5213
H 24.2118 21.1107 11.7595
H 22.5901 21.8196 12.0135
H 18.6236 13.9718 5.8077
C 21.0916 14.7306 13.1152
H 20.2998 16.8388 12.1533
H 20.6203 15.7082 12.9926
O 18.4893 11.3591 7.5449
C 19.8350 11.3341 13.0637
H 22.6837 16.9948 13.3067
H 18.9903 16.6447 8.1051
O 25.0688 14.9493 7.4510
H 22.7369 16.2957 15.0107
H 19.2708 15.1102 9.0062
H 24.8285 16.1058 5.1860
H 25.5403 15.5457 11.0786
H 22.9262 22.5098 3.5334
C 24.8563 16.1888 11.6279
H 16.4876 18.8725 7.9204
H 17.6604 17.5600 5.5686
H 21.0897 17.1531 7.1170
H 20.9330 11.6792 7.8783
H 25.6554 23.4302 10.4395
C 20.3172 17.9232 12.2045
C 23.6223 22.0292 11.7439
H 20.4044 23.8124 14.6675
H 16.8469 12.8527 13.0243
H 21.8318 19.3280 2.0462
C 16.2886 20.8523 12.5363
C 23.6037 13.2182 6.8487
C 19.4219 12.2976 10.9142
N 17.4214 13.6867 10.5172
C 20.8098 21.7999 15.2573
H 18.2344 11.4659 14.4855
H 19.6450 20.1909 14.4969
H 18.3608 16.2528 1.7236
C 20.0178 20.0504 10.8370
H 21.2058 11.2612 11.3386
H 20.5846 15.9371 4.8797
C 23.0518 16.2140 13.9687
O 19.0786 14.1545 2.7590
C 21.5126 16.5439 7.9215
H 18.5692 23.4390 5.5953
C 20.2595 20.9950 14.1012
O 23.3536 13.9829 13.2350
C 23.8166 21.3066 2.1513
H 21.8243 22.2261 2.2707
H 17.4475 12.6848 5.6914
H 23.0962 15.8355 5.4055
H 17.0428 20.5848 7.8145
H 23.8870 18.4885 2.0415
H 24.8623 18.3705 5.7115
H 18.4338 23.1865 9.3961
H 24.2877 22.1815 1.7006
C 22.5509 21.6951 2.8940
H 19.1712 20.4305 11.4243
H 17.3556 23.0332 7.9733
C 21.4504 15.5673 10.2458
H 15.0956 18.6732 11.5581
H 25.1529 21.2750 3.8172
H 18.3122 18.4887 9.4632
C 20.8008 21.3951 4.5646
C 21.2681 23.2040 14.9454
C 21.0960 19.6859 2.7700
H 20.7320 18.8218 3.3228
C 16.7765 16.8857 14.4638
H 25.1229 19.2647 13.2299
*
```

For the relative energy (zero: lowest compared OMol25 entry of this formula, charge and spin), the calculation gives 0.0 kcal/mol. As for the total energy: -3554.220386 hartree. The HOMO energy comes out at -6.31 eV. For the HOMO-LUMO gap, the calculation gives 5.71 eV. The value obtained for the molar mass is 1211.817 g mol⁻¹.